1.
{
  "formula": "C2H3Cl2N",
  "method": "ωB97M-V with the def2-TZVPD basis set",
  "elements": ["C", "C", "N", "Cl", "Cl", "H", "H", "H"],
  "positions_angstrom": [[0.733, 0.645, -0.109], [-1.075, -0.738, 0.170], [1.832, 1.099, -0.707], [-0.355, -2.063, 0.959], [-2.123, 0.262, 1.146], [-1.756, -1.029, -0.700], [0.622, 1.186, 0.799], [2.122, 0.637, -1.559]],
  "forces_ev_per_angstrom": [[3.0, 1.2, -1.9], [0.4, 1.6, -2.1], [-4.5, -2.7, 1.8], [0.1, -0.6, 0.4], [0.4, 0.1, 0.3], [1.7, 0.3, 0.8], [-1.1, 0.2, 1.2], [-0.1, -0.2, -0.5]],
  "gap_ev": [8.529, 8.530],
  "homo_energy_ha": [-0.331, -0.331],
  "spin_multiplicity": 1
}

2.
{
  "formula": "C2H3Cl2N",
  "method": "ωB97M-V with the def2-TZVPD basis set",
  "elements": ["C", "C", "N", "Cl", "Cl", "H", "H", "H"],
  "positions_angstrom": [[1.043, -0.352, -0.464], [1.249, 0.792, -1.039], [0.569, -1.437, -0.085], [-3.153, -0.640, 2.141], [0.487, 2.252, -0.353], [1.685, 1.131, -1.961], [-2.818, 0.115, 1.048], [0.938, -1.861, 0.712]],
  "forces_ev_per_angstrom": [[-1.1, -2.1, 0.1], [-0.6, 1.9, 0.1], [-0.2, 2.7, -1.8], [0.6, 1.3, -1.8], [0.0, -0.6, 0.1], [0.6, -1.0, 0.0], [-0.5, -1.3, 1.8], [1.1, -0.9, 1.5]],
  "gap_ev": 9.455,
  "smiles": "N=C=CCl.Cl",
  "homo_energy_ha": -0.342,
  "spin_multiplicity": 1
}

3.
{
  "formula": "C2H3Cl2N2",
  "method": "ωB97M-V with the def2-TZVPD basis set",
  "elements": ["C", "C", "N", "N", "Cl", "Cl", "H", "H", "H"],
  "positions_angstrom": [[-2.671, 0.028, 0.200], [-1.469, -0.159, 0.233], [-5.124, 1.229, 2.561], [-0.110, -0.501, 0.139], [-4.399, 1.227, 1.104], [-4.375, 2.027, 3.778], [0.053, -1.463, -0.069], [0.479, 0.093, 0.721], [0.290, -0.203, -0.762]],
  "forces_ev_per_angstrom": [[0.6, 0.2, 0.5], [-1.0, 0.0, 0.0], [-0.5, -0.7, -0.4], [0.0, 1.9, -2.3], [0.3, 0.2, -0.1], [0.4, 0.3, 0.1], [0.4, -1.7, 1.6], [0.3, -1.0, 1.2], [-0.6, 0.8, -0.6]],
  "gap_ev": [7.306, 8.262],
  "charge": 1,
  "homo_energy_ha": [-0.509, -0.515],
  "spin_multiplicity": 1
}

4.
{
  "formula": "C2H3Cl2N3O2",
  "method": "ωB97M-V with the def2-TZVPD basis set",
  "elements": ["C", "C", "N", "N", "N", "O", "O", "Cl", "Cl", "H", "H", "H"],
  "positions_angstrom": [[-0.287, -2.069, -0.913], [-0.001, 0.192, 1.539], [0.463, 1.640, -0.214], [-0.013, 0.564, 0.135], [-0.666, -1.825, -1.997], [-0.319, -2.447, 0.158], [0.982, 2.486, 0.442], [-0.117, -0.811, -3.220], [0.052, 1.939, -1.959], [-0.938, -0.197, 1.851], [0.760, -0.561, 1.841], [0.083, 1.089, 2.339]],
  "forces_ev_per_angstrom": [[-0.5, 0.1, 0.9], [1.3, 2.4, 2.9], [-0.9, -0.5, 0.5], [-0.7, -1.9, -0.1], [-0.6, 1.2, -4.8], [1.0, -1.2, 3.4], [0.9, 1.4, -0.1], [0.0, -0.9, 0.1], [0.5, 0.9, 0.6], [-1.0, -0.7, -0.6], [-0.3, 0.6, -0.7], [0.3, -1.5, -2.2]],
  "gap_ev": 9.635,
  "smiles": "C/N=[N+](\\[O-])Cl.O=C=NCl",
  "homo_energy_ha": -0.374,
  "spin_multiplicity": 1
}

5.
{
  "formula": "C2H3Cl2NO2",
  "method": "ωB97M-V with the def2-TZVPD basis set",
  "elements": ["C", "C", "N", "O", "O", "Cl", "Cl", "H", "H", "H"],
  "positions_angstrom": [[1.156, -0.202, -0.293], [-0.278, -0.012, -0.349], [-1.018, 0.584, 0.802], [-0.398, 0.564, 1.831], [-2.057, 1.134, 0.605], [-0.920, 0.460, -1.847], [-1.162, -2.160, 0.066], [1.637, -0.551, -1.307], [1.663, 0.915, -0.161], [1.378, -0.733, 0.653]],
  "forces_ev_per_angstrom": [[3.0, 2.3, -0.2], [-2.0, -2.7, -1.3], [0.9, 0.7, 0.1], [0.3, -0.3, 0.9], [-0.8, 0.0, -0.3], [-0.1, 0.0, 0.1], [1.0, 2.3, -0.5], [-1.3, 0.1, 2.3], [-1.4, -2.5, -0.2], [0.3, 0.0, -0.9]],
  "gap_ev": [8.622, 8.621],
  "homo_energy_ha": [-0.400, -0.400],
  "spin_multiplicity": 1
}

6.
{
  "formula": "C2H3Cl2NSi",
  "method": "ωB97M-V with the def2-TZVPD basis set",
  "elements": ["C", "C", "N", "Si", "Cl", "Cl", "H", "H", "H"],
  "positions_angstrom": [[0.544, 1.183, 1.226], [0.690, 0.134, 0.196], [0.403, 2.052, 1.987], [-0.720, -0.907, -0.594], [-1.918, 0.216, -1.798], [-1.741, -1.544, 0.957], [1.388, -0.582, 0.600], [1.502, 1.142, -0.890], [-0.147, -1.693, -1.684]],
  "forces_ev_per_angstrom": [[-0.9, 0.5, 0.2], [1.6, 3.2, -1.9], [0.3, -1.4, -1.0], [1.2, 2.3, -1.3], [-0.4, 0.4, 0.1], [-0.7, -1.0, 1.0], [0.7, -0.2, -0.2], [-2.1, -3.1, 2.5], [0.3, -0.8, 0.6]],
  "gap_ev": 10.492,
  "homo_energy_ha": -0.401,
  "spin_multiplicity": 1
}

Max |F| / eV/Å: 5.5 3.3 3.0 5.0 3.7 4.5